[1]
C17H19N6PtS | the ωB97M-V functional and the def2-TZVPD basis

XYZ file:
```
44
Properties=species:S:1:pos:R:3:forces:R:3
H -3.73292 3.10352 0.98583 -0.018 0.023 -0.002
H 5.72534 2.91320 2.03387 -0.003 -0.014 0.008
C -0.56829 -2.77597 -1.08104 0.030 0.111 -0.146
C -4.28208 -0.18334 0.45138 0.031 -0.027 -0.014
C -1.13502 3.95156 1.14921 0.117 -0.035 0.024
C -2.95444 -0.56825 0.35155 -0.046 0.047 0.064
N 1.24866 2.62730 0.71491 -0.254 -0.148 -0.023
H -0.70319 -6.17007 -1.49827 0.000 -0.012 0.004
C -4.57067 1.14958 0.67899 0.065 0.013 -0.010
C 0.67855 -2.92624 0.68672 0.058 -0.065 -0.080
H -0.36346 4.20874 1.87373 -0.003 0.015 -0.011
C -2.22353 1.61182 0.71259 0.279 0.085 -0.035
H 6.86407 2.36021 0.80352 0.001 0.004 -0.004
H 4.82750 0.93998 0.76309 0.008 0.018 0.005
C -1.83568 -3.31472 -3.00120 0.011 -0.027 0.013
C -0.35447 -4.13203 -0.84695 0.029 -0.054 -0.005
H -2.67389 -1.59658 0.16745 -0.022 0.016 0.003
S 2.33908 0.18906 0.06582 -0.077 -0.015 0.097
H 3.44233 3.51325 0.76738 0.000 0.003 0.007
N 3.49786 2.52481 0.57130 -0.100 -0.070 0.022
H -5.06043 -0.92407 0.34437 -0.020 0.005 0.003
C 4.81162 1.94175 0.33185 -0.043 -0.016 -0.046
H -0.94347 4.54969 0.25670 0.000 0.002 -0.023
H 0.81070 -5.01460 0.72528 -0.005 -0.002 0.001
H -1.44826 -1.28740 -2.37600 0.004 0.005 0.002
C -0.87672 -5.11844 -1.67827 -0.014 0.019 -0.005
H 4.97800 1.84094 -0.74439 0.016 -0.023 0.024
H -2.41477 -3.02272 -3.86601 -0.007 -0.006 -0.013
H 5.90284 3.80401 0.51390 -0.016 0.009 -0.007
C -3.52940 2.05945 0.81091 -0.004 -0.138 0.009
H -5.59507 1.48686 0.75219 -0.018 -0.004 0.005
H 1.28687 -2.67490 1.53982 -0.020 -0.001 0.020
Pt 0.08979 -0.02669 0.27241 -0.062 0.060 -0.355
N 0.09673 1.91214 0.63420 -0.012 0.064 0.148
H -2.10617 4.21956 1.55183 -0.017 0.004 0.011
H -2.04697 -5.41112 -3.42960 -0.006 -0.007 -0.008
C 5.88478 2.80882 0.96070 0.035 0.008 -0.004
C -1.04164 2.49968 0.83314 -0.082 -0.222 -0.076
C -1.31029 -2.34237 -2.17845 -0.014 -0.020 0.007
N -1.95563 0.30102 0.47419 0.034 0.078 0.030
C -1.62216 -4.68304 -2.75298 -0.010 0.029 0.001
N 0.44318 -4.18804 0.28518 -0.008 0.022 -0.006
C 2.32492 1.89248 0.48786 0.205 0.192 -0.021
N 0.09579 -2.04882 -0.09872 -0.043 0.075 0.388
```
Positions in Å, forces in eV/Å.

Summary:
Total charge   +1
Orbital gap   7.310 eV
DFT total energy   -40957.110 eV

[2]
C10H7NS2 | the ωB97M-V functional and the def2-TZVPD basis

XYZ file:
```
20
Properties=species:S:1:pos:R:3:forces:R:3
C 2.58793 0.12522 2.61999 3.400 -0.250 3.551
C -3.04098 -0.26084 -3.59892 2.561 1.254 4.085
H 2.70679 0.69635 4.70133 1.164 0.647 -1.627
C 1.19496 -0.34169 1.04031 0.847 0.524 0.399
C 3.30424 0.96207 3.72481 0.082 -2.691 2.270
C -0.64391 0.13050 -0.76491 2.415 -1.174 2.548
H -1.71879 -1.84757 -2.91737 -0.509 2.384 1.276
C 1.48116 -1.68037 1.32149 1.122 3.800 0.932
C -2.10506 -0.76379 -2.66472 -0.359 -1.365 -1.967
S -3.33412 1.39361 -3.13901 -0.978 -0.034 -0.001
C 0.22581 0.04628 0.08172 -0.711 -0.335 -1.222
N 1.92080 0.74597 1.77443 -3.163 -2.782 -2.617
C -2.39699 1.40264 -1.67780 -0.008 -2.663 -3.023
H 4.41875 0.78004 4.00314 -1.935 -0.103 -0.944
H 1.29381 -2.42009 0.59185 -0.405 -1.060 -0.006
H 3.17282 1.99581 3.54232 -0.222 0.935 -0.394
H -2.17919 2.31724 -1.19351 0.107 0.521 0.533
C -1.70021 0.18044 -1.63609 -2.042 1.236 -1.649
H -3.52623 -0.82910 -4.33789 -0.515 -0.126 -0.927
S 2.64316 -1.68844 2.67111 -0.850 1.285 -1.220
```
Positions in Å, forces in eV/Å.

Summary:
Orbital gap   8.108 eV
Energy relative to the best compared isomer or geometry (same formula, charge and spin)   68.0 kcal/mol
DFT total energy   -33640.415 eV
SMILES string   Cc1nc(C#Cc2ccsc2)cs1

Among the records above, which one has the lowest orbital gap?
C17H19N6PtS